Entry 1:
Here is the molecule C4H8N2O from the Open Molecules 2025 dataset. Energies are from ωB97M-V/def2-TZVPD.

XYZ file:
```
15
Properties=species:S:1:pos:R:3:forces:R:3
C 2.3239 -0.9341 0.4613 0.03 -0.07 0.16
N 1.7303 -0.1904 -0.6394 -0.14 0.19 -0.22
C 0.5144 0.3329 -0.7386 0.27 -0.17 0.11
N -0.3103 0.0664 0.3182 0.06 -0.18 -0.23
C -1.6379 -0.0587 -0.1794 -0.41 -0.18 -0.01
O -2.2079 -1.1196 -0.0892 -0.02 0.40 0.26
C -2.2482 1.1776 -0.7844 -0.08 0.08 -0.05
H 3.3688 -1.1249 0.2195 -0.07 -0.01 0.07
H 1.8307 -1.8985 0.6314 0.01 0.14 -0.04
H 2.2886 -0.3438 1.3823 0.00 -0.11 -0.08
H 2.2790 -0.1073 -1.4787 0.11 0.14 0.18
H -0.1112 -0.6542 1.0164 0.13 -0.01 -0.24
H -1.6197 2.0572 -0.6429 -0.08 -0.18 -0.03
H -2.4226 1.0310 -1.8542 0.07 -0.05 0.20
H -3.2218 1.3198 -0.3044 0.12 0.00 -0.07
```
Forces are in eV/Å.

Its energy relative to the best compared isomer or geometry (same formula, charge and spin) is 51.4 kcal per mole. The frontier orbital gap is 9.5 eV. The value obtained for the HOMO energy is -8.8 eV.

Quick look at the Mulliken charges, all values in e:
1 C -0.9521
2 N 0.0831
3 C -0.5888
4 N -0.0621
5 C 0.5358
6 O -0.5784
7 C -0.8232
8 H 0.3342
9 H 0.3021
10 H 0.3192
11 H 0.2724
12 H 0.2750
13 H 0.2842
14 H 0.2626
15 H 0.3359

Entry 2:
Here is C4H8N2O as an isolated structure at a distorted geometry from the Open Molecules 2025 dataset. Energies are from ωB97M-V/def2-TZVPD.

XYZ file:
```
15
Properties=species:S:1:pos:R:3:forces:R:3
C 1.9517 0.2335 0.2813 0.00 0.02 0.12
C 0.7715 -0.3894 -0.4164 0.30 0.16 0.09
O -0.0241 -1.2753 0.4300 -0.12 -0.52 -0.12
C -1.2014 -0.7827 -0.0884 -0.05 -0.89 -1.27
N -2.3946 -1.1268 0.1176 0.56 -0.14 -1.21
C -0.4902 0.4066 -0.7476 -0.42 -0.05 0.75
N -0.9626 1.3420 0.2549 0.49 2.45 -0.12
H 1.6382 0.8944 1.0932 0.04 -0.07 -0.06
H 2.5434 0.8199 -0.4312 -0.15 -0.10 0.10
H 2.5947 -0.5479 0.6969 -0.07 0.10 -0.05
H 1.0997 -0.9802 -1.2840 -0.10 0.29 0.09
H -2.4401 -2.0982 0.4014 -0.09 0.06 0.87
H -0.5115 0.9319 -1.7239 -0.60 -1.12 0.26
H -1.9776 1.3251 0.2304 0.28 0.08 0.40
H -0.5971 1.2471 1.1858 -0.08 -0.28 0.15
```
Forces are in eV/Å.

Its energy relative to the best compared isomer or geometry (same formula, charge and spin) is 65.1 kcal per mole. The frontier orbital gap is 9.7 eV. The value obtained for the HOMO energy is -8.7 eV.

Quick look at the Mulliken charges, all values in e:
1 C -1.2528
2 C 0.0649
3 O -0.4469
4 C 0.3490
5 N -0.6827
6 C 0.2214
7 N -0.7288
8 H 0.2637
9 H 0.3479
10 H 0.3329
11 H 0.3629
12 H 0.2864
13 H 0.3403
14 H 0.2997
15 H 0.2421

Entry 3:
Here is a 2-piece molecular cluster, C4H8N2O overall at a distorted geometry from the Open Molecules 2025 dataset. Energies are from ωB97M-V/def2-TZVPD.

XYZ file:
```
15
Properties=species:S:1:pos:R:3:forces:R:3
C 2.4286 -0.2308 -0.1132 -0.23 -1.50 0.52
C 2.6057 0.9093 -0.6864 0.21 1.31 -0.56
C -2.3235 -0.8886 -0.5002 -0.23 -0.14 0.10
C -0.5260 0.2769 1.2886 -0.28 -0.15 -0.33
N -1.2318 -0.2490 -0.8346 -0.04 -0.01 -0.03
N -0.3309 0.3448 -0.1315 0.62 0.41 -0.17
O 2.3021 -1.2772 0.3799 0.09 0.35 -0.07
H 3.5847 1.2951 -0.8837 0.40 -0.12 0.05
H 1.7587 1.5174 -0.9311 -0.32 -0.03 0.02
H -2.6174 -0.9802 0.5243 0.10 0.06 0.25
H -2.9318 -1.3175 -1.2692 0.00 -0.02 -0.30
H 0.3189 0.7706 1.7586 0.00 0.03 0.05
H -1.4531 0.7793 1.5942 -0.10 -0.02 0.11
H -0.5691 -0.7641 1.6344 -0.05 -0.08 0.11
H -1.0152 -0.1859 -1.8301 -0.16 -0.09 0.24
```
Forces are in eV/Å.

Its energy relative to the best compared isomer or geometry (same formula, charge and spin) is 101.8 kcal per mole. The frontier orbital gap is 8.8 eV. The value obtained for the HOMO energy is -7.9 eV.

Quick look at the Mulliken charges, all values in e:
1 C 0.7944
2 C -0.9818
3 C -0.4149
4 C -1.0804
5 N 0.0566
6 N -0.3959
7 O -0.3960
8 H 0.2806
9 H 0.2989
10 H 0.2796
11 H 0.2543
12 H 0.2716
13 H 0.3886
14 H 0.3953
15 H 0.2490

Entry 4:
Here is the molecule C4H8N2O at a distorted geometry from the Open Molecules 2025 dataset. Energies are from ωB97M-V/def2-TZVPD.

XYZ file:
```
15
Properties=species:S:1:pos:R:3:forces:R:3
C -1.0961 -0.9558 0.5148 0.55 1.87 -1.52
C -1.7611 -0.2075 -0.7033 0.28 -3.37 -0.14
C 0.0802 -0.1358 0.9488 -1.29 0.95 -3.80
C 2.1845 0.7161 -0.4130 1.07 1.28 -0.68
N 0.8044 0.5482 -0.1094 -2.13 -0.21 1.02
N -0.0181 1.2884 0.7253 0.48 -0.99 -1.73
O -1.7828 1.0461 -0.3235 0.14 2.66 0.50
H -1.8346 -0.9050 1.2331 -1.43 0.18 2.02
H -0.8812 -1.9583 0.3909 0.67 -2.18 -0.64
H -1.2254 -0.4853 -1.6955 -0.87 0.58 1.23
H -2.8343 -0.6727 -0.6633 1.46 0.86 -0.61
H 0.5997 -0.4569 1.7440 1.82 -0.81 3.20
H 2.8431 0.2134 0.2781 0.23 0.59 1.21
H 2.5042 0.1601 -1.2859 -0.79 -0.03 -0.80
H 2.4175 1.8048 -0.6410 -0.17 -1.35 0.74
```
Forces are in eV/Å.

Its energy relative to the best compared isomer or geometry (same formula, charge and spin) is 160.5 kcal per mole. The frontier orbital gap (spin up / spin down) is 8.2 / 9.2 eV. The value obtained for the HOMO energy (spin up / spin down) is -8.6 / -9.2 eV.

Quick look at the Mulliken charges, all values in e:
1 C -0.9345
2 C -0.2772
3 C 0.0600
4 C -0.8355
5 N 0.2254
6 N -0.5812
7 O -0.4573
8 H 0.3339
9 H 0.4343
10 H 0.2371
11 H 0.3131
12 H 0.5876
13 H 0.3187
14 H 0.2909
15 H 0.2850

Entry 5:
Here is the molecule C4H8N2O at a distorted geometry from the Open Molecules 2025 dataset. Energies are from ωB97M-V/def2-TZVPD.

XYZ file:
```
15
Properties=species:S:1:pos:R:3:forces:R:3
C 1.9069 -0.5012 -0.1941 0.31 -1.11 -0.69
C -1.8206 1.2877 0.4780 0.23 0.02 0.44
C 0.7052 -1.1064 -0.1929 1.67 0.68 0.26
C -0.4432 0.9475 -0.0510 -1.92 0.41 -1.82
N 0.4615 -2.4190 0.1546 -0.25 -0.07 0.04
N 0.3828 1.7823 -0.5035 0.31 -0.80 0.12
O -0.4518 -0.4222 -0.3898 0.19 1.11 0.70
H 1.1954 -3.0690 -0.0748 -0.17 0.02 -0.07
H -0.4800 -2.7391 -0.0138 0.16 -0.03 -0.02
H 0.1360 2.7515 -0.3350 -0.21 -0.14 0.41
H 2.1026 0.4306 -0.6838 -0.31 0.20 0.28
H 2.7867 -1.0969 -0.0095 0.01 -0.29 0.25
H -2.3662 1.8661 -0.2676 0.06 -0.03 -0.03
H -2.3865 0.3896 0.7083 0.01 0.02 0.05
H -1.7288 1.8984 1.3750 -0.07 0.02 0.05
```
Forces are in eV/Å.

Its energy relative to the best compared isomer or geometry (same formula, charge and spin) is 52.0 kcal per mole. The frontier orbital gap is 8.8 eV. The value obtained for the HOMO energy is -7.9 eV. The SMILES is [H]/N=C(\C)OC(=C)N.

Quick look at the Mulliken charges, all values in e:
1 C -0.9607
2 C -1.1506
3 C 0.5857
4 C 0.6430
5 N -0.4629
6 N -0.5720
7 O -0.3245
8 H 0.2372
9 H 0.2453
10 H 0.2330
11 H 0.3026
12 H 0.2657
13 H 0.3054
14 H 0.2983
15 H 0.3545

Entry 6:
Here is a 2-piece molecular cluster, C4H8N2O overall at a distorted geometry from the Open Molecules 2025 dataset. Energies are from ωB97M-V/def2-TZVPD.

XYZ file:
```
15
Properties=species:S:1:pos:R:3:forces:R:3
N -2.7077 -0.5482 -0.1458 -0.95 -1.62 0.01
C -0.4132 0.1509 0.5367 0.99 0.11 0.30
C 0.5295 -0.4762 -0.4455 -0.14 -0.10 -0.01
C 1.9133 0.1653 -0.3984 -0.16 0.07 -0.37
O 2.4154 -0.0020 0.9137 0.27 0.11 0.09
C -1.2349 1.1764 0.1742 -1.69 0.92 -0.68
N -2.2681 1.6145 -0.2245 1.82 0.34 0.61
H -3.4991 -1.1901 -0.3583 0.09 0.23 -0.04
H -2.9027 -0.3058 0.8307 -0.01 0.01 -0.11
H -0.2314 -0.0168 1.5956 -0.10 0.00 -0.15
H 0.1138 -0.4002 -1.4547 0.08 0.00 0.12
H 0.6330 -1.5377 -0.1962 -0.01 0.12 -0.04
H 1.8329 1.2306 -0.6644 0.02 -0.16 0.08
H 2.5614 -0.3235 -1.1421 -0.10 0.06 0.15
H 3.2578 0.4627 0.9789 -0.12 -0.10 0.06
```
Forces are in eV/Å.

Its energy relative to the best compared isomer or geometry (same formula, charge and spin) is 136.3 kcal per mole. The frontier orbital gap (spin up / spin down) is 8.7 / 9.1 eV. The value obtained for the HOMO energy (spin up / spin down) is -8.9 / -9.8 eV.

Quick look at the Mulliken charges, all values in e:
1 N -0.5622
2 C -0.3176
3 C -0.4877
4 C -0.3766
5 O -0.5108
6 C 0.3946
7 N -0.4853
8 H 0.1865
9 H 0.2542
10 H 0.3718
11 H 0.3217
12 H 0.2887
13 H 0.3135
14 H 0.3062
15 H 0.3031

Among the records above, which one has the lowest energy relative to the best compared isomer or geometry (same formula, charge and spin)? number 1